1.
Below is C37H28ClO2P2Pd as an isolated structure, with properties calculated with ωB97M-V with the def2-TZVPD basis set.

XYZ file:
```
71
Properties=species:S:1:pos:R:3:lowdin_charge:R:1
Pd 0.810 -0.368 0.194 0.568
O 3.002 -3.492 0.124 0.199
C 1.861 -3.366 -0.183 -0.493
O 1.374 -2.195 -0.717 -0.223
C 0.784 -4.379 -0.131 -0.139
C 0.991 -5.738 -0.046 0.049
C -0.117 -6.587 -0.063 0.010
C -1.405 -6.076 -0.139 -0.012
C -1.617 -4.701 -0.194 -0.023
C -0.503 -3.870 -0.211 -0.269
P -0.676 -2.110 -0.280 1.117
C -0.945 -1.289 -1.815 -0.323
C -0.594 -1.966 -2.994 -0.032
C -0.798 -1.352 -4.212 -0.008
C -1.319 -0.057 -4.258 0.006
C -1.631 0.632 -3.092 -0.030
C -1.442 0.024 -1.864 -0.108
C -1.740 -1.571 1.035 -0.335
C -3.012 -1.033 0.770 -0.061
C -3.864 -0.768 1.827 -0.026
C -3.448 -1.002 3.135 -0.003
C -2.187 -1.533 3.400 -0.028
C -1.332 -1.828 2.357 -0.088
H 2.002 -6.119 0.020 0.145
H 0.026 -7.658 -0.014 0.134
H -2.252 -6.748 -0.147 0.130
H -2.627 -4.310 -0.223 0.126
H -0.186 -2.968 -2.943 0.129
H -0.558 -1.873 -5.128 0.133
H -1.482 0.415 -5.218 0.133
H -2.035 1.633 -3.149 0.114
H -1.696 0.544 -0.953 0.061
H -3.352 -0.879 -0.245 0.115
H -4.861 -0.396 1.633 0.129
H -4.121 -0.792 3.955 0.132
H -1.888 -1.740 4.418 0.129
H -0.378 -2.300 2.561 0.108
Cl 1.785 -0.073 2.557 0.820
C 1.205 1.509 3.033 -0.595
C 1.169 1.835 4.367 -0.047
C 0.664 3.087 4.721 0.009
C 0.203 3.974 3.756 -0.014
C 0.254 3.628 2.415 -0.031
C 0.790 2.390 2.039 -0.361
P 0.906 1.934 0.339 1.080
C -0.114 2.900 -0.710 -0.363
C -1.497 2.979 -0.488 -0.109
C -2.256 3.835 -1.258 -0.035
C -1.644 4.602 -2.251 -0.007
C -0.276 4.524 -2.474 -0.019
C 0.499 3.663 -1.714 -0.039
C 2.509 1.598 -0.275 -0.397
C 3.664 1.942 0.446 -0.051
C 4.894 1.587 -0.065 -0.002
C 4.978 0.855 -1.254 0.017
C 3.839 0.503 -1.966 -0.018
C 2.595 0.888 -1.496 -0.100
H 1.514 1.140 5.121 0.131
H 0.620 3.357 5.768 0.137
H -0.193 4.938 4.046 0.133
H -0.087 4.325 1.660 0.123
H -1.963 2.400 0.301 0.119
H -3.321 3.923 -1.088 0.130
H -2.244 5.271 -2.854 0.133
H 0.188 5.140 -3.232 0.131
H 1.567 3.601 -1.881 0.120
H 3.593 2.488 1.378 0.125
H 5.799 1.875 0.454 0.135
H 5.951 0.568 -1.630 0.136
H 3.922 -0.049 -2.892 0.132
H 1.705 0.672 -2.082 0.109
```

Results
Charge: +3
Strongest force on any atom, Eh/bohr: 0.036
Relative energy (zero: lowest compared OMol25 entry of this formula, charge and spin), kcal per mole: 0.0



2.
Below is a single C24H27N3O5S molecule, with properties calculated with ωB97M-V with the def2-TZVPD basis set.

XYZ file:
```
60
Properties=species:S:1:pos:R:3:lowdin_charge:R:1
C 0.357 2.531 1.094 -0.041
O -0.874 1.850 0.909 -0.037
C -0.792 0.527 0.730 -0.401
O 0.297 -0.042 0.735 0.070
C -2.058 -0.155 0.523 -0.084
C -2.055 -1.519 0.257 -0.422
N -0.932 -2.298 0.199 0.123
C -0.955 -3.602 -0.166 -0.438
O -1.988 -4.190 -0.402 0.017
C 0.418 -4.264 -0.248 -0.005
N 1.508 -3.347 -0.045 0.047
C 2.189 -3.239 1.183 -0.493
O 1.989 -3.935 2.143 0.109
N 3.091 -2.248 1.027 0.161
C 2.982 -1.575 -0.242 -0.212
C 4.289 -1.522 -1.035 -0.118
C 5.310 -0.565 -0.409 -0.145
C 4.754 0.824 -0.261 -0.250
C 4.451 1.345 0.990 -0.046
C 3.921 2.617 1.118 -0.092
C 3.680 3.384 -0.009 -0.106
C 3.977 2.874 -1.262 -0.076
C 4.511 1.605 -1.386 -0.036
C 1.926 -2.410 -0.953 -0.394
O 1.528 -2.293 -2.082 0.132
S -3.610 -2.171 -0.019 1.197
C -4.318 -0.598 0.244 -0.465
C -3.397 0.364 0.515 -0.205
C -3.809 1.785 0.751 -0.126
C -4.466 2.406 -0.488 -0.186
C -5.930 2.013 -0.674 -0.212
C -6.159 0.543 -1.019 -0.196
C -5.791 -0.417 0.119 -0.201
H 0.989 2.428 0.209 0.088
H 0.101 3.574 1.260 0.099
H 0.892 2.124 1.954 0.096
H -0.076 -1.771 0.391 0.114
H 0.506 -4.736 -1.231 0.147
H 0.481 -5.033 0.529 0.144
H 3.613 -1.880 1.802 0.155
H 2.589 -0.556 -0.115 0.147
H 4.041 -1.198 -2.046 0.120
H 4.715 -2.526 -1.091 0.128
H 6.193 -0.538 -1.052 0.121
H 5.618 -0.946 0.566 0.110
H 4.640 0.755 1.876 0.110
H 3.697 3.011 2.098 0.105
H 3.267 4.377 0.089 0.104
H 3.795 3.469 -2.145 0.105
H 4.748 1.215 -2.365 0.117
H -2.939 2.372 1.029 0.098
H -4.520 1.815 1.582 0.126
H -3.895 2.127 -1.375 0.121
H -4.419 3.493 -0.392 0.107
H -6.349 2.622 -1.479 0.107
H -6.483 2.255 0.238 0.112
H -5.584 0.280 -1.908 0.119
H -7.217 0.408 -1.254 0.107
H -6.245 -1.391 -0.068 0.101
H -6.199 -0.030 1.058 0.121
```

Results
Charge: 0
Strongest force on any atom, Eh/bohr: 0.016
Relative energy (zero: lowest compared OMol25 entry of this formula, charge and spin), kcal per mole: 0.0



3.
Below is a single C6H11N molecule, with properties calculated with ωB97M-V with the def2-TZVPD basis set.

XYZ file:
```
18
Properties=species:S:1:pos:R:3:lowdin_charge:R:1
C 1.804 -0.667 -2.414 -0.107
C 0.787 -0.838 -1.331 -0.143
C 0.108 0.104 -0.629 -0.364
N 0.202 1.432 -0.979 0.107
C -0.366 -0.254 0.712 -0.082
C -1.013 0.513 1.592 -0.159
C -1.711 -0.025 2.815 -0.111
H 1.427 -0.990 -3.396 0.073
H 2.588 -1.375 -2.128 0.074
H 2.149 0.352 -2.570 0.057
H 0.518 -1.877 -1.183 0.094
H -0.232 2.192 -0.513 0.073
H 0.722 1.713 -1.786 0.076
H -0.369 -1.333 0.852 0.108
H -0.916 1.592 1.623 0.091
H -2.785 -0.137 2.627 0.074
H -1.596 0.623 3.681 0.065
H -1.316 -1.024 3.026 0.072
```

Results
Charge: 0
Strongest force on any atom, Eh/bohr: 0.040
Relative energy (zero: lowest compared OMol25 entry of this formula, charge and spin), kcal per mole: 33.2



4.
Below is C5H6Cl6F12NO12P3S2V3 as an isolated structure, with properties calculated with ωB97M-V with the def2-TZVPD basis set.

XYZ file:
```
50
Properties=species:S:1:pos:R:3:lowdin_charge:R:1
V 1.778 1.796 0.161 0.775
V -0.988 -0.460 0.186 1.096
V -1.389 2.344 1.986 0.873
P 0.477 0.635 2.052 0.203
O -1.012 0.223 2.163 -0.437
O 1.230 -0.096 0.892 -0.479
O 0.811 2.201 2.130 -0.495
O -0.109 1.305 0.719 -0.694
P -3.336 1.870 0.214 0.081
O -2.526 0.677 -0.416 -0.393
O -2.579 3.227 0.503 -0.481
O -3.387 1.823 1.787 -0.459
O -4.695 2.289 -0.324 -0.373
P -1.958 -3.180 -0.281 0.199
F -1.491 -4.246 -1.376 -0.120
F -1.955 -1.983 -1.410 -0.162
F -3.499 -3.453 -0.587 -0.108
F -2.384 -1.977 0.792 -0.213
F -1.862 -4.292 0.866 -0.119
F -0.416 -2.713 -0.005 -0.175
C 2.627 -1.920 -1.739 -0.700
F 2.222 -2.953 -2.429 0.184
F 2.368 -2.183 -0.478 0.151
F 3.900 -1.696 -1.875 0.181
S 1.600 -0.397 -2.282 0.745
O 1.513 -0.511 -3.710 -0.243
O 0.325 -0.459 -1.596 -0.330
N 2.461 0.976 -1.639 -0.367
S 3.201 1.501 -2.949 0.571
O 4.168 0.580 -3.504 -0.289
O 2.350 2.140 -3.924 -0.290
C 4.311 2.830 -2.172 -0.673
F 3.649 3.689 -1.411 0.101
F 5.253 2.206 -1.463 0.129
F 4.931 3.508 -3.132 0.145
C -0.947 3.608 -1.808 -0.940
Cl 0.633 3.924 -1.042 0.631
Cl -0.869 3.431 -3.563 0.543
H -1.297 2.641 -1.471 -0.009
H -1.621 4.404 -1.527 0.034
C -3.518 -1.044 3.631 -1.021
Cl -4.032 -0.598 5.279 0.463
Cl -4.334 -2.514 3.088 0.504
H -3.771 -0.251 2.925 0.006
H -2.458 -1.261 3.596 -0.008
C 1.279 -3.084 2.891 -1.025
Cl 0.282 -3.079 4.342 0.518
Cl 2.888 -3.804 3.175 0.474
H 0.708 -3.620 2.141 0.014
H 1.467 -2.056 2.595 -0.017
```

Results
Charge: -2
Strongest force on any atom, Eh/bohr: 0.231
Electronic energy, eV: -265697.1409
Expectation value of S²: 24.798
2S+1: 10



5.
Below is a single C27H34N4O8S molecule, with properties calculated with ωB97M-V with the def2-TZVPD basis set.

XYZ file:
```
74
Properties=species:S:1:pos:R:3:lowdin_charge:R:1
C -1.069 -1.422 -2.547 -0.044
C -0.338 -0.784 -1.379 -0.199
O 0.787 -1.600 -1.037 0.000
C 1.074 -1.742 0.273 -0.538
O 0.539 -1.095 1.153 0.052
N 2.023 -2.669 0.496 -0.051
C 2.463 -2.963 1.843 -0.111
C 3.860 -2.375 2.105 -0.089
C 4.575 -2.055 0.780 -0.287
N 4.147 -0.766 0.268 0.135
C 4.644 0.388 0.757 -0.432
O 5.582 0.419 1.538 0.068
C 3.923 1.611 0.289 -0.061
C 2.534 1.609 0.422 0.042
C 1.779 2.721 0.079 -0.109
C 0.288 2.811 0.142 -0.404
O -0.297 3.711 -0.428 0.073
N -0.344 1.837 0.864 0.153
C -1.714 1.655 1.027 -0.201
C -2.130 0.505 1.709 -0.011
C -3.475 0.221 1.836 -0.064
C -4.409 1.086 1.297 -0.282
S -6.136 0.620 1.289 0.671
O -6.936 1.803 1.186 -0.278
O -6.369 -0.305 2.359 -0.281
N -6.374 -0.232 -0.124 -0.233
C -6.384 0.484 -1.377 -0.155
C -5.027 0.388 -2.083 -0.176
O -4.613 -0.957 -2.219 -0.139
C -4.516 -1.600 -0.965 -0.184
C -5.857 -1.575 -0.223 -0.155
C -4.014 2.255 0.675 -0.061
C -2.670 2.547 0.539 0.016
C 2.445 3.847 -0.410 0.005
C 3.816 3.855 -0.534 -0.011
C 4.584 2.746 -0.185 -0.117
C 6.086 2.860 -0.335 -0.210
O 6.788 1.676 -0.581 -0.048
C 4.314 -3.159 -0.241 -0.099
C 2.808 -3.296 -0.547 -0.119
H -1.965 -0.852 -2.774 0.071
H -0.430 -1.449 -3.425 0.079
H -1.359 -2.438 -2.295 0.083
H 0.029 0.216 -1.643 0.129
H -0.991 -0.700 -0.505 0.102
H 1.727 -2.554 2.534 0.124
H 2.481 -4.052 1.950 0.130
H 4.457 -3.084 2.676 0.118
H 3.792 -1.455 2.686 0.117
H 5.649 -1.963 0.976 0.151
H 3.378 -0.737 -0.381 0.137
H 2.066 0.721 0.819 0.100
H 0.209 1.086 1.260 0.109
H -1.390 -0.170 2.110 0.104
H -3.818 -0.663 2.351 0.119
H -6.648 1.518 -1.158 0.117
H -7.156 0.041 -2.016 0.134
H -5.094 0.783 -3.098 0.130
H -4.266 0.953 -1.523 0.111
H -4.215 -2.627 -1.179 0.129
H -3.740 -1.110 -0.358 0.107
H -5.760 -1.961 0.791 0.117
H -6.586 -2.182 -0.773 0.135
H -4.770 2.928 0.303 0.120
H -2.354 3.450 0.044 0.103
H 1.856 4.707 -0.689 0.120
H 4.312 4.737 -0.910 0.119
H 6.299 3.512 -1.188 0.127
H 6.467 3.359 0.570 0.140
H 6.785 1.149 0.233 0.061
H 4.699 -4.091 0.174 0.120
H 4.860 -2.952 -1.161 0.120
H 2.555 -2.825 -1.496 0.123
H 2.533 -4.355 -0.614 0.129
```

Results
Charge: 0
Strongest force on any atom, Eh/bohr: 0.021
Relative energy (zero: lowest compared OMol25 entry of this formula, charge and spin), kcal per mole: 1.0



6.
Below is C20H24HgN2SSi as an isolated structure, with properties calculated with ωB97M-V with the def2-TZVPD basis set.

XYZ file:
```
49
Properties=species:S:1:pos:R:3:lowdin_charge:R:1
Hg 1.331 -3.436 0.123 0.597
C -1.218 -2.466 0.208 -0.309
Si -1.165 -0.659 -0.053 0.528
C 0.026 0.220 1.115 -0.247
N 1.386 -0.349 1.099 -0.224
C 2.091 -0.222 2.383 -0.212
C 2.538 1.207 2.691 -0.192
C 3.430 1.716 1.555 -0.205
C 2.700 1.605 0.213 -0.188
C 2.228 0.165 -0.004 -0.208
C -0.768 -0.242 -1.838 -0.266
C -0.373 -1.241 -2.740 -0.101
C -0.031 -0.928 -4.055 -0.088
C -0.079 0.392 -4.491 -0.101
C -0.467 1.399 -3.609 -0.095
C -0.807 1.081 -2.298 -0.117
C -2.878 0.061 0.329 -0.232
C -3.386 -0.056 1.634 -0.104
C -4.701 0.286 1.939 -0.101
C -5.545 0.760 0.939 -0.111
C -5.063 0.901 -0.357 -0.099
C -3.746 0.551 -0.657 -0.094
H -1.710 -3.087 -0.541 -0.029
H -1.405 -2.824 1.224 -0.035
H -0.383 0.095 2.130 0.081
H 0.013 1.306 0.916 0.080
H 2.969 -0.871 2.338 0.099
H 1.437 -0.603 3.172 0.110
H 3.087 1.220 3.637 0.105
H 1.663 1.858 2.806 0.103
H 4.330 1.085 1.514 0.118
H 3.755 2.743 1.740 0.099
H 3.366 1.887 -0.609 0.107
H 1.849 2.298 0.190 0.097
H 3.099 -0.486 -0.080 0.086
H 1.672 0.087 -0.936 0.094
H -0.312 -2.274 -2.401 0.066
H 0.281 -1.713 -4.734 0.098
H 0.190 0.639 -5.512 0.094
H -0.500 2.430 -3.942 0.095
H -1.100 1.881 -1.617 0.106
H -2.740 -0.432 2.429 0.097
H -5.071 0.172 2.952 0.095
H -6.573 1.014 1.169 0.093
H -5.716 1.274 -1.141 0.095
H -3.388 0.658 -1.678 0.089
S 6.661 -3.318 1.280 0.289
C 5.074 -3.004 0.914 -1.056
N 3.949 -2.779 0.655 -0.110
```

Results
Charge: -1
Strongest force on any atom, Eh/bohr: 0.014
Expectation value of S²: 0.766
Relative energy (zero: lowest compared OMol25 entry of this formula, charge and spin), kcal per mole: 10.1
2S+1: 2